{"formula": "C6H9N4", "method": "ωB97M-V with the def2-TZVPD basis set", "species": ["C", "C", "N", "C", "C", "C", "N", "N", "C", "N", "H", "H", "H", "H", "H", "H", "H", "H", "H"], "positions_angstrom": [[-0.31417, 1.48572, -0.78654], [-0.33452, 0.39023, 0.24555], [0.70523, 0.63044, 1.12228], [1.83493, 0.17759, 1.04013], [2.13494, -0.91161, 0.10918], [1.13902, -1.44498, -0.51254], [-0.23771, -0.95730, -0.50061], [-1.19796, -1.91069, 0.21431], [-1.92425, -1.11166, 0.95908], [-1.67174, 0.17362, 0.98094], [-1.34332, 1.69032, -1.14910], [0.21265, 1.09998, -1.65248], [-0.04068, 2.46034, -0.42152], [2.50732, 0.53631, 1.82113], [3.12900, -1.15282, -0.30750], [1.19070, -2.39731, -0.89908], [-0.39037, -0.73109, -1.47748], [-2.81085, -1.53515, 1.40064], [-1.94195, 1.01910, 1.47373]], "atomic_forces_ev_per_a": [[-2.39, 0.16, -0.87], [-1.19, -0.32, -0.10], [-3.25, 1.96, 1.57], [2.84, -0.99, 0.49], [2.15, 1.71, -0.47], [-1.84, -0.76, 0.05], [0.29, 0.41, 2.76], [0.09, 0.90, -0.78], [-0.35, -1.21, -0.92], [3.31, 2.12, -1.61], [0.32, -0.48, 0.07], [0.65, 0.65, -0.10], [0.90, 0.02, 0.19], [0.48, -0.32, -0.45], [-0.36, -0.33, 1.28], [0.19, -1.74, -1.69], [-1.20, -0.68, -0.37], [0.07, -0.16, 0.52], [-0.71, -0.94, 0.44]], "lowdin_charge": [0.032, -0.437, 0.133, -0.090, 0.016, -0.029, 0.015, 0.155, -0.171, 0.155, 0.113, 0.098, 0.103, 0.142, 0.149, 0.117, 0.175, 0.150, 0.173], "charge": 1, "lumo_energy_ev": -4.2, "homo_ev": -14.223, "multiplicity": 1}

=====

{"formula": "C5H14O", "method": "ωB97M-V with the def2-TZVPD basis set", "species": ["C", "C", "C", "C", "C", "H", "H", "H", "H", "H", "H", "H", "H", "H", "H", "H", "H", "O", "H", "H"], "positions_angstrom": [[-1.26909, -0.88396, 1.05987], [-0.92527, -0.05878, -0.22818], [-0.22617, 1.22122, -0.15530], [0.61047, 1.45697, -1.47952], [0.59761, 1.45579, 1.14060], [-1.74759, -0.49829, 1.84414], [-1.98135, -1.86056, 0.97132], [-0.34562, -1.29313, 1.53055], [0.06801, -0.65528, -0.72652], [-1.76252, 0.05867, -0.99921], [-0.98300, 2.20304, 0.05973], [1.34197, 2.33722, -1.42307], [0.03367, 1.62668, -2.45871], [1.23316, 0.47738, -1.73667], [0.56537, 2.48763, 1.49616], [1.73897, 1.27221, 1.00381], [0.30173, 0.81074, 1.91564], [0.93207, -2.68918, -0.32864], [1.22649, -1.81121, -0.52079], [0.12879, -2.78911, -0.35206]], "atomic_forces_ev_per_a": [[0.93, -3.94, -2.54], [1.13, -3.25, -1.62], [-0.41, 5.53, 1.14], [0.92, -0.29, -1.01], [3.09, 0.13, -1.47], [-2.00, 2.82, 2.80], [1.77, 2.07, -0.81], [-0.44, 0.24, -0.63], [-3.61, 0.93, 0.85], [1.13, -0.74, 1.06], [1.29, -2.65, -1.43], [-1.03, -1.26, 0.19], [0.30, -0.23, 1.68], [-1.00, 2.00, 0.77], [-0.23, -0.11, -0.14], [-1.74, 0.01, 0.04], [-0.51, -0.69, 1.07], [13.98, 0.12, 0.68], [-0.19, 0.37, -0.12], [-13.37, -1.06, -0.51]], "lowdin_charge": [-0.111, -0.245, -0.491, -0.104, -0.096, -0.001, 0.127, 0.073, 0.115, 0.135, 0.179, 0.084, 0.084, 0.095, 0.068, 0.106, 0.031, 0.060, 0.017, -0.127], "lumo_energy_ev": 1.0, "homo_ev": -10.303, "multiplicity": 1}

=====

{"formula": "C25H53NO9", "method": "ωB97M-V with the def2-TZVPD basis set", "species": ["C", "C", "O", "N", "C", "C", "C", "C", "C", "C", "C", "C", "O", "C", "C", "C", "O", "H", "H", "H", "H", "H", "H", "H", "H", "H", "H", "H", "H", "H", "H", "H", "H", "H", "C", "C", "O", "H", "H", "H", "H", "H", "H", "C", "C", "O", "H", "H", "H", "H", "H", "H", "C", "C", "O", "H", "H", "H", "H", "H", "H", "C", "C", "O", "H", "H", "H", "H", "H", "H", "C", "C", "O", "H", "H", "H", "H", "H", "H", "C", "C", "O", "H", "H", "H", "H", "H", "H"], "positions_angstrom": [[-2.38544, 1.35884, 2.26490], [-2.16837, 0.07432, 1.50701], [-1.55696, -0.82648, 2.06344], [-2.61847, -0.09492, 0.19560], [-1.49467, -0.72864, -0.57209], [-3.03814, 1.12759, -0.52730], [-4.37605, 1.72570, -0.10817], [-4.59278, 3.10418, -0.74528], [-3.77823, 4.24593, -0.12437], [-2.33275, 4.33141, -0.54566], [-1.33260, 4.67247, 0.27421], [0.06218, 4.71586, -0.23380], [0.87540, 5.52376, 0.15087], [0.36644, 3.71893, -1.29919], [-0.60999, 3.38819, -2.14149], [-1.95020, 4.01691, -1.96569], [-2.66080, 4.28087, -2.91000], [-1.71285, 1.37144, 3.11857], [-3.40353, 1.39011, 2.65739], [-2.25013, 2.24782, 1.65143], [-0.57869, -0.20307, -0.28718], [-1.63108, -0.59779, -1.63882], [-1.36689, -1.77756, -0.33090], [-3.17285, 0.84069, -1.56803], [-2.21056, 1.84638, -0.50414], [-5.16397, 1.07033, -0.48745], [-4.50762, 1.78856, 0.96970], [-4.41242, 3.03371, -1.81834], [-5.65039, 3.35235, -0.63060], [-3.77314, 4.12272, 0.96361], [-4.27725, 5.19864, -0.31698], [-1.51415, 4.91918, 1.31505], [1.36508, 3.30545, -1.36744], [-0.46584, 2.68430, -2.95267], [2.89817, -1.33686, -1.37908], [1.75965, -1.93451, -2.18035], [0.81281, -0.93854, -2.57794], [2.50367, -0.83390, -0.49408], [3.59662, -2.10654, -1.05443], [3.44788, -0.60464, -1.96907], [1.20185, -2.65167, -1.57934], [2.14245, -2.45368, -3.06581], [1.27033, -0.29121, -3.12270], [0.54521, -0.20705, 4.44191], [1.56324, 0.89846, 4.64138], [1.64247, 1.33336, 5.99784], [-0.44248, 0.11773, 4.76913], [0.48270, -0.50639, 3.39815], [0.80901, -1.08541, 5.03787], [1.29184, 1.78137, 4.06265], [2.55362, 0.57059, 4.30546], [1.89372, 0.57581, 6.53469], [4.48756, -1.83840, 3.37669], [3.16318, -1.99264, 2.64909], [3.26298, -2.90514, 1.56125], [5.26029, -1.49650, 2.68711], [4.40901, -1.12132, 4.19595], [4.81301, -2.79537, 3.79198], [2.85191, -1.03925, 2.22316], [2.38185, -2.32460, 3.33960], [3.51202, -3.76330, 1.91681], [-2.86155, -4.61130, 1.14523], [-1.44714, -4.57787, 1.69752], [-0.70464, -3.47998, 1.19313], [-2.83981, -4.66153, 0.05578], [-3.41439, -5.47275, 1.52494], [-3.40239, -3.70430, 1.42483], [-0.90329, -5.47708, 1.40633], [-1.47049, -4.53977, 2.79347], [-1.16700, -2.67026, 1.45596], [7.93534, -1.45959, -1.13020], [6.78888, -1.98799, -1.97134], [5.91194, -0.94897, -2.39891], [7.55170, -0.92966, -0.25800], [8.57921, -2.27217, -0.79116], [8.54525, -0.75797, -1.70434], [6.17459, -2.67493, -1.39052], [7.17212, -2.53125, -2.84171], [6.42419, -0.32999, -2.92864], [-4.29437, 0.61647, -5.31597], [-3.04741, 0.48812, -4.46237], [-3.15353, -0.56497, -3.50589], [-5.16819, 0.79120, -4.68744], [-4.20124, 1.44186, -6.02261], [-4.46979, -0.30117, -5.88226], [-2.88561, 1.40274, -3.88977], [-2.16860, 0.32409, -5.09500], [-3.28064, -1.38955, -3.98514]], "atomic_forces_ev_per_a": [[-0.40, 0.11, 0.11], [-0.25, -0.50, -0.02], [-0.13, -0.03, -0.10], [0.96, 0.81, -0.12], [-0.05, 0.08, 0.20], [-0.20, -0.37, 0.18], [-0.01, 0.16, -0.27], [-0.24, -0.16, 0.17], [0.14, -0.03, 0.08], [0.09, -0.09, 0.11], [-0.37, -0.16, -0.09], [0.04, 0.14, 0.01], [0.10, -0.21, 0.20], [-0.18, -0.21, -0.20], [0.26, -0.12, 0.22], [0.02, 0.12, -0.12], [-0.07, -0.20, 0.11], [0.08, -0.04, -0.10], [0.02, -0.02, 0.01], [0.08, 0.01, -0.02], [0.14, -0.16, -0.18], [-0.27, -0.11, 0.03], [-0.13, 0.00, -0.08], [0.18, -0.12, -0.03], [-0.10, 0.15, 0.08], [0.04, -0.11, 0.14], [0.03, 0.03, 0.01], [-0.01, 0.10, -0.03], [0.03, 0.06, -0.03], [-0.09, 0.10, 0.00], [0.07, 0.00, -0.17], [0.10, 0.21, -0.05], [0.06, 0.22, -0.04], [-0.07, 0.17, -0.12], [-0.19, 0.09, 0.02], [0.10, 0.11, 0.04], [-0.10, 0.00, -0.07], [0.00, -0.08, 0.04], [0.00, 0.02, 0.03], [0.08, -0.03, -0.06], [-0.04, 0.01, 0.00], [0.00, -0.04, 0.02], [0.08, -0.04, 0.01], [0.07, 0.08, 0.18], [0.03, -0.13, 0.14], [-0.03, 0.04, -0.08], [-0.02, 0.02, -0.04], [-0.05, -0.04, -0.02], [0.04, -0.02, -0.04], [0.02, 0.03, 0.01], [-0.01, 0.03, -0.10], [-0.02, 0.00, 0.03], [0.02, 0.00, -0.06], [0.13, -0.21, 0.06], [0.08, 0.12, -0.03], [-0.01, 0.03, 0.00], [0.00, -0.01, 0.01], [-0.02, 0.01, 0.05], [-0.05, -0.03, -0.07], [-0.04, 0.08, 0.00], [-0.05, -0.03, 0.00], [0.01, 0.02, -0.04], [0.01, 0.15, -0.01], [-0.11, -0.19, -0.02], [0.01, -0.03, 0.00], [0.00, 0.01, 0.01], [-0.01, -0.01, 0.03], [0.02, -0.02, 0.02], [-0.02, -0.08, 0.01], [0.17, 0.21, 0.15], [-0.06, 0.07, 0.02], [0.05, 0.09, -0.05], [0.10, -0.01, -0.02], [-0.01, -0.03, 0.02], [0.01, -0.01, -0.01], [0.03, -0.04, -0.01], [-0.04, 0.00, -0.01], [0.00, -0.06, 0.03], [0.00, 0.01, 0.00], [-0.05, -0.03, 0.08], [-0.02, -0.13, -0.08], [-0.08, 0.17, -0.08], [0.01, 0.03, 0.00], [0.01, 0.00, 0.00], [0.02, 0.02, -0.04], [0.03, 0.00, 0.01], [0.03, 0.08, 0.02], [0.02, -0.04, 0.06]], "lowdin_charge": [0.030, -0.464, 0.036, -0.048, -0.025, -0.177, -0.165, -0.181, -0.123, -0.157, 0.048, -0.380, 0.112, 0.027, 0.015, -0.354, 0.119, 0.076, 0.091, 0.062, 0.097, 0.060, 0.070, 0.099, 0.109, 0.120, 0.090, 0.101, 0.114, 0.117, 0.128, 0.134, 0.124, 0.121, -0.087, -0.294, -0.099, 0.069, 0.062, 0.058, 0.112, 0.108, 0.076, -0.098, -0.315, -0.081, 0.071, 0.054, 0.076, 0.111, 0.092, 0.077, -0.084, -0.324, -0.082, 0.073, 0.063, 0.073, 0.104, 0.103, 0.081, -0.091, -0.325, -0.104, 0.073, 0.069, 0.071, 0.107, 0.108, 0.023, -0.091, -0.318, -0.094, 0.074, 0.073, 0.071, 0.106, 0.108, 0.082, -0.084, -0.312, -0.093, 0.075, 0.077, 0.073, 0.093, 0.112, 0.090], "lumo_energy_ev": -1.1, "homo_ev": -9.296, "multiplicity": 1}

=====

{"formula": "C6H10N2O", "method": "ωB97M-V with the def2-TZVPD basis set", "species": ["C", "C", "C", "C", "C", "C", "N", "N", "O", "H", "H", "H", "H", "H", "H", "H", "H", "H", "H"], "positions_angstrom": [[3.00035, -1.06717, -0.11265], [1.58466, -1.37279, -0.26883], [3.15262, 0.22879, 0.30089], [1.02628, -0.17493, -0.05930], [-1.48028, 0.93301, -0.96310], [-1.55654, -0.44764, 0.88486], [1.90902, 0.76543, 0.29697], [-0.82786, 0.60750, 0.30268], [1.61962, 1.97990, 0.91595], [3.81310, -1.72266, -0.49246], [1.30353, -2.42466, -0.62815], [3.87218, 0.91773, 0.70662], [-0.84857, 1.46085, -1.72164], [-1.82750, 0.08494, -1.52452], [-2.36642, 1.44146, -0.64236], [-2.44772, 0.08132, 1.14942], [-1.79519, -1.28450, 0.28328], [-1.10399, -0.82890, 1.73921], [0.63249, 2.16460, 0.86929]], "atomic_forces_ev_per_a": [[0.75, -1.11, -0.52], [1.93, -2.23, -1.12], [-0.23, 0.91, 0.30], [-6.00, 2.51, 1.07], [1.22, 0.14, -0.79], [-0.64, 0.63, 0.38], [-0.96, 0.36, 0.34], [5.21, -1.20, -2.22], [-0.56, 0.23, -0.14], [-0.71, 0.49, 0.78], [-0.20, 2.24, 0.60], [0.81, -0.48, -0.37], [-0.49, 0.20, 1.19], [-0.16, -0.94, -0.10], [-0.57, 0.93, -0.27], [-1.24, -0.23, 0.58], [-0.28, -0.84, -1.17], [0.88, -0.39, 1.73], [1.25, -1.22, -0.25]], "lowdin_charge": [-0.112, -0.078, -0.087, -0.079, -0.146, -0.178, -0.161, -0.122, 0.023, 0.105, 0.128, 0.122, 0.099, 0.064, 0.073, 0.085, 0.074, 0.068, 0.123], "lumo_energy_ev": 0.7, "homo_ev": -8.518, "multiplicity": 1}

=====

{"formula": "C3H6O", "method": "ωB97M-V with the def2-TZVPD basis set", "species": ["C", "C", "C", "O", "H", "H", "H", "H", "H", "H"], "positions_angstrom": [[-1.26321, 0.24406, 0.15507], [0.05754, -0.42129, -0.05023], [1.40637, 0.13974, -0.07218], [0.96172, -0.69416, 0.99864], [-2.05290, -0.50112, 0.29807], [-1.41218, 0.60849, -0.86716], [-1.33470, 0.97319, 0.97284], [-0.11254, -1.15964, -0.83766], [2.10440, -0.37082, -0.73763], [1.64550, 1.18155, 0.14023]], "atomic_forces_ev_per_a": [[-0.01, -0.01, -0.12], [-0.17, -0.09, -0.48], [0.13, 0.15, -0.21], [-0.07, -0.31, 0.04], [0.23, -0.03, 0.18], [-0.59, 0.79, 0.38], [0.20, 0.08, -0.57], [0.47, -0.67, 0.45], [0.03, 0.26, 0.10], [-0.22, -0.20, 0.22]], "lowdin_charge": [-0.050, -0.398, -0.121, -0.035, 0.077, 0.085, 0.089, 0.133, 0.108, 0.113], "lumo_energy_ev": 1.2, "homo_ev": -10.115, "multiplicity": 1}

=====

{"formula": "C8H16O4", "method": "ωB97M-V with the def2-TZVPD basis set", "species": ["C", "C", "C", "C", "O", "O", "H", "H", "H", "H", "H", "H", "H", "H", "C", "C", "C", "O", "C", "O", "H", "H", "H", "H", "H", "H", "H", "H"], "positions_angstrom": [[-3.75609, 0.78416, 1.19092], [-2.75735, 0.25795, 0.16706], [-2.52648, 1.21945, -1.00041], [-3.20888, -1.08957, -0.34976], [-4.21156, -1.25638, -0.98427], [-2.38163, -2.14775, -0.05990], [-4.73860, 0.91604, 0.72024], [-3.88985, 0.08258, 2.02540], [-3.45841, 1.74158, 1.61484], [-1.79222, 0.11990, 0.69318], [-1.72575, 0.83164, -1.62707], [-2.24281, 2.20041, -0.62527], [-3.43022, 1.29242, -1.61678], [-1.58282, -1.83815, 0.39146], [4.30475, -0.10697, -1.09717], [3.31882, -0.32442, 0.03605], [2.88600, 0.98879, 0.67262], [2.18713, -0.99042, -0.58297], [1.33936, -1.64702, 0.23383], [1.34320, -1.65366, 1.44009], [3.82485, 0.47603, -1.89111], [4.64588, -1.05266, -1.52642], [5.15347, 0.48073, -0.73196], [3.69932, -1.01606, 0.80544], [2.31468, 0.79619, 1.59040], [2.28710, 1.56580, -0.04363], [3.74629, 1.61594, 0.92916], [0.65181, -2.24656, -0.37396]], "atomic_forces_ev_per_a": [[-0.68, -0.20, 0.08], [0.71, 0.22, 0.53], [-0.27, -0.35, -0.03], [0.19, -0.37, -0.10], [0.28, -0.12, 0.23], [-0.30, 0.34, -0.22], [0.19, -0.02, 0.06], [0.08, 0.11, -0.20], [0.18, 0.04, -0.11], [-0.27, 0.09, -0.20], [0.09, 0.11, -0.14], [-0.02, 0.06, -0.04], [0.15, 0.08, 0.19], [-0.29, 0.00, 0.04], [0.00, 0.12, 0.03], [0.23, 0.11, 0.12], [-0.21, 0.03, 0.17], [-0.64, -0.46, 0.60], [0.55, 0.05, 0.08], [0.06, 0.19, -0.66], [0.03, -0.10, 0.11], [0.02, 0.15, 0.11], [-0.03, -0.25, -0.08], [0.03, 0.30, -0.27], [0.05, 0.17, -0.34], [-0.01, -0.16, 0.17], [-0.01, -0.26, 0.00], [-0.13, 0.11, -0.12]], "lowdin_charge": [-0.057, -0.362, -0.050, -0.498, 0.129, 0.097, 0.092, 0.090, 0.079, 0.132, 0.081, 0.081, 0.092, 0.081, -0.046, -0.412, -0.044, -0.022, -0.337, 0.070, 0.089, 0.084, 0.086, 0.148, 0.080, 0.092, 0.084, 0.141], "lumo_energy_ev": 0.7, "homo_ev": -10.405, "multiplicity": 1}

=====

Relative energy (zero: lowest compared OMol25 entry of this formula, charge and spin) for the records above, in order: 4.105; 3.589; 0.000; 6.052; 1.588; 0.000 eV